The following is a quantum chemistry calculation of a molecular structure, C44H105Ca2F6N8O19S2 in a non-equilibrium geometry, from the Open Molecules 2025 dataset.

Properties
HOMO energy ... -8.2 eV
Net charge ... +1
Multiplicity ... 1
Frontier orbital gap ... 2.190 eV

Each line ends with the Mulliken charge.
Atoms and positions in Å:
Ca: 23.476374 -38.231209 -9.026010  1.130
Ca: 16.744371 -39.294451 -5.060015  1.394
O: 20.037612 -36.488198 -5.479620  -0.625
C: 20.038071 -35.271091 -4.677353  -0.206
C: 19.563345 -35.256581 -3.125492  -0.277
O: 18.306022 -35.876820 -2.891381  -0.545
H: 19.414555 -34.547921 -5.203070  0.236
H: 21.066042 -34.909692 -4.704908  0.233
H: 19.488173 -34.262746 -2.684191  0.265
H: 20.367317 -35.680244 -2.523642  0.249
C: 20.928816 -44.994710 -5.286922  0.669
F: 22.005177 -45.737418 -5.603456  -0.204
F: 20.364143 -44.470407 -6.379042  -0.240
F: 19.983108 -45.717195 -4.701516  -0.204
S: 21.459776 -43.457897 -4.104918  0.835
O: 22.242422 -44.092609 -3.083295  -0.527
O: 22.173587 -42.518663 -4.942333  -0.619
N: 19.911543 -42.715703 -3.632902  -0.451
S: 19.809248 -43.214394 -2.167961  1.083
O: 18.530900 -42.656876 -1.704486  -0.780
O: 19.861914 -44.631970 -1.947880  -0.597
C: 21.201067 -42.278133 -1.157365  0.711
F: 20.531881 -41.429702 -0.309714  -0.230
F: 21.906017 -43.164668 -0.424344  -0.220
F: 22.023398 -41.604111 -1.951666  -0.216
C: 20.868179 -26.729505 -2.355129  -0.706
O: 21.765251 -26.886787 -3.462508  -0.313
C: 22.644930 -27.983803 -3.261813  -0.322
C: 23.276482 -28.546521 -4.625485  -0.905
N: 24.463916 -27.800577 -5.081011  -0.383
C: 25.536307 -27.783193 -4.101975  -0.532
C: 26.845946 -27.283748 -4.765018  -0.670
O: 27.426559 -28.152496 -5.708695  -0.334
C: 28.155159 -29.208056 -5.134911  -0.744
H: 21.403378 -26.317529 -1.499598  0.261
H: 20.419323 -27.714254 -2.225249  0.327
H: 20.012669 -26.126299 -2.659024  0.259
H: 22.125548 -28.882672 -2.929543  0.372
H: 23.458709 -27.765944 -2.570154  0.315
H: 22.507565 -28.535703 -5.397987  0.367
H: 23.645441 -29.548882 -4.408130  0.420
H: 24.088058 -26.866255 -5.157557  0.290
H: 25.680904 -28.747851 -3.615535  0.420
H: 25.256991 -27.205887 -3.220637  0.308
H: 27.542214 -27.109045 -3.944788  0.408
H: 26.683061 -26.341085 -5.287478  0.301
H: 28.930301 -28.954538 -4.411732  0.317
H: 28.651723 -29.703046 -5.969468  0.267
H: 27.497314 -29.969974 -4.716788  0.275
C: 26.258902 -40.846583 -10.201876  -0.745
O: 26.360932 -39.596583 -9.570690  -0.199
C: 27.662237 -39.272870 -9.210320  -0.622
C: 27.635982 -38.641186 -7.785024  -0.840
N: 26.849677 -37.439285 -7.675431  -0.161
C: 27.470172 -36.333298 -8.371105  -0.688
C: 26.511670 -35.183663 -8.743428  -0.655
O: 25.326291 -35.750768 -9.312812  -0.218
C: 24.431035 -34.833099 -9.880290  -0.662
H: 25.206017 -40.985265 -10.447445  0.156
H: 26.510945 -41.645302 -9.504280  0.365
H: 26.930512 -41.005499 -11.045560  0.320
H: 28.153303 -38.596057 -9.909516  0.300
H: 28.390318 -40.083399 -9.242853  0.505
H: 28.666113 -38.542835 -7.442594  0.421
H: 27.265119 -39.412366 -7.109862  0.325
H: 26.980427 -37.202879 -6.702225  0.305
H: 27.986963 -36.607412 -9.290825  0.300
H: 28.227693 -35.940310 -7.693007  0.425
H: 27.013524 -34.554575 -9.478596  0.357
H: 26.162269 -34.698780 -7.831879  0.365
H: 24.158020 -34.120911 -9.101611  0.352
H: 23.499839 -35.308194 -10.188943  0.136
H: 24.831103 -34.217372 -10.685866  0.285
C: 28.100646 -32.823273 1.065246  -0.813
O: 28.264671 -34.178605 0.849990  -0.240
C: 27.493124 -34.634871 -0.236609  -0.690
C: 27.658790 -36.174937 -0.159940  -0.568
N: 28.826239 -36.622947 -0.978857  -0.519
C: 30.109839 -36.225533 -0.387606  -0.582
C: 30.443718 -37.119535 0.771088  -0.550
O: 30.423369 -38.469289 0.363180  -0.351
C: 30.889431 -39.467288 1.297310  -0.762
H: 28.266435 -32.212598 0.177727  0.295
H: 28.736906 -32.512272 1.893829  0.249
H: 27.096716 -32.718375 1.476596  0.313
H: 27.943507 -34.289180 -1.167062  0.362
H: 26.421819 -34.475975 -0.113404  0.500
H: 26.717837 -36.563703 -0.549262  0.433
H: 27.718918 -36.553855 0.860302  0.300
H: 28.874325 -37.603897 -0.743199  0.361
H: 30.188981 -35.156855 -0.188176  0.292
H: 30.916001 -36.369433 -1.106975  0.343
H: 29.718134 -36.955613 1.567801  0.316
H: 31.440646 -36.888510 1.146419  0.460
H: 30.804153 -40.390495 0.724140  0.251
H: 30.176540 -39.568614 2.115617  0.314
H: 31.915520 -39.369553 1.651804  0.286
C: 12.488953 -37.983749 7.020117  -0.718
O: 12.966071 -38.024065 5.657738  -0.374
C: 13.373063 -36.748469 5.201987  -0.320
C: 14.238194 -36.846363 3.877233  -0.681
N: 14.721041 -35.539547 3.282080  -0.410
C: 13.526780 -34.726642 3.076823  -0.437
C: 13.653456 -33.545958 2.144561  -0.639
O: 12.609481 -32.647678 2.486264  -0.324
C: 12.318408 -31.700627 1.408439  -0.715
H: 11.729143 -37.204771 7.083170  0.306
H: 13.373984 -37.952169 7.655588  0.296
H: 11.928981 -38.888740 7.255764  0.268
H: 14.015927 -36.337050 5.980159  0.306
H: 12.503903 -36.107259 5.055255  0.305
H: 13.664386 -37.334696 3.089592  0.381
H: 15.095901 -37.508414 3.996073  0.392
H: 15.146773 -35.680934 2.377165  0.253
H: 13.177147 -34.309939 4.021392  0.242
H: 12.703826 -35.361789 2.749057  0.310
H: 13.547992 -33.848486 1.102730  0.359
H: 14.572573 -32.971721 2.261084  0.353
H: 12.066945 -32.228053 0.488271  0.285
H: 13.228040 -31.121215 1.250438  0.292
H: 11.561056 -30.933358 1.569118  0.271
C: 15.425001 -22.485953 -10.558757  -0.535
O: 16.417183 -22.247673 -11.498391  -0.336
C: 16.174196 -23.014738 -12.702715  -0.666
C: 16.889023 -24.326046 -12.795550  -0.476
N: 16.208086 -25.369753 -12.029866  -0.383
C: 17.043673 -26.534170 -11.733149  -0.739
C: 16.488125 -27.477255 -10.687208  -0.575
O: 16.591240 -26.772123 -9.483047  -0.312
C: 15.902615 -27.429152 -8.374153  -0.726
H: 15.310653 -23.548268 -10.343096  0.168
H: 14.440229 -22.135017 -10.867240  0.290
H: 15.657022 -21.938071 -9.645476  0.266
H: 16.639112 -22.448019 -13.509437  0.363
H: 15.119974 -23.209202 -12.899949  0.390
H: 17.916364 -24.138035 -12.483608  0.365
H: 16.872606 -24.707808 -13.816370  0.326
H: 15.936870 -25.044992 -11.112763  0.194
H: 18.019203 -26.128905 -11.464470  0.388
H: 17.289080 -27.081206 -12.643434  0.406
H: 17.065247 -28.394023 -10.566481  0.403
H: 15.413503 -27.592406 -10.828710  0.361
H: 16.302329 -28.404158 -8.095421  0.286
H: 14.895527 -27.652753 -8.726128  0.311
H: 15.915740 -26.749981 -7.521712  0.232
C: 11.285138 -34.113765 -10.495221  -0.754
O: 11.924467 -34.674504 -9.356581  -0.265
C: 12.962323 -35.575005 -9.761265  -0.553
C: 13.891735 -35.784124 -8.540092  -0.825
N: 13.224426 -36.623606 -7.555869  -0.309
C: 12.562509 -35.766908 -6.518375  -0.513
C: 11.664431 -36.663984 -5.640880  -0.668
O: 12.382539 -37.847090 -5.172329  -0.251
C: 11.719036 -38.485435 -4.076367  -0.758
H: 11.146040 -34.923655 -11.211346  0.321
H: 11.906400 -33.343616 -10.952391  0.283
H: 10.383909 -33.605154 -10.152867  0.234
H: 13.690411 -35.117760 -10.431276  0.377
H: 12.672995 -36.520648 -10.219684  0.422
H: 14.131225 -34.805982 -8.122951  0.366
H: 14.739616 -36.387379 -8.864561  0.380
H: 12.506688 -37.179780 -7.998178  0.259
H: 11.981385 -34.957627 -6.960484  0.336
H: 13.247733 -35.196663 -5.891176  0.359
H: 10.820984 -36.986597 -6.251291  0.315
H: 11.324614 -36.045862 -4.809884  0.407
H: 10.817898 -38.998253 -4.412597  0.307
H: 11.627546 -37.895427 -3.164432  0.307
H: 12.417981 -39.299345 -3.883685  0.230
C: 21.593018 -33.025930 4.975681  -1.430
C: 20.589910 -32.045743 5.608056  0.488
C: 20.360280 -30.810005 4.784477  -0.780
O: 19.623876 -29.840850 5.591856  -0.320
C: 19.213966 -28.636734 4.927369  -0.721
N: 19.392996 -32.775450 5.839947  -0.684
H: 21.890772 -33.791744 5.691895  0.332
H: 22.453415 -32.526604 4.530148  0.376
H: 21.261319 -33.563377 4.087294  0.361
H: 21.059676 -31.755232 6.547754  0.263
H: 19.961510 -31.088249 3.808944  0.366
H: 21.338792 -30.338377 4.693982  0.353
H: 18.533490 -27.962447 5.447370  0.275
H: 18.552068 -28.941562 4.116763  0.300
H: 20.102649 -28.083189 4.624182  0.269
H: 18.658662 -32.112394 6.042943  0.292
H: 19.068310 -33.185309 4.975833  0.259

Forces on atoms 1 to 6 (eV/Å):
Ca 1.3246 0.4454 0.4514
Ca 0.5211 0.4171 0.4163
O -0.4564 2.6101 2.8511
C 0.7746 -2.8394 -3.5278
C -3.9920 -1.5564 1.9127
O 3.1442 0.9596 -1.3400